No. 1
ORCA calculation (ωB97M-V with the def2-TZVPD basis set) on C28H47BrFeN2OP2 as an isolated structure at a distorted geometry.

Atoms and positions in Å:
N -4.88612 -0.71697 2.96992
C -3.88009 -0.03234 3.51200
C -2.92316 0.63380 2.74145
C -3.09388 0.64238 1.33502
C -4.19727 -0.04672 0.77919
C -5.05282 -0.73034 1.64761
C -2.20826 1.37983 0.48422
Fe -0.16745 0.59635 -0.93465
P 2.13079 0.70737 -1.57150
C -2.28565 1.24254 -0.89997
C -1.60566 2.19082 -1.78483
C -1.81564 2.13203 -3.18634
C -1.15422 3.03459 -4.02425
C -0.21994 3.91078 -3.43869
C -0.15329 4.12814 -2.06057
C -0.84268 3.24060 -1.22475
Br 1.15699 4.76563 -4.55540
H -1.64952 2.17853 0.98183
H -2.88990 0.46433 -1.36913
H -2.06804 1.12379 3.21088
H -4.41946 -0.05589 -0.29733
H -3.79919 -0.03651 4.60002
H -5.86456 -1.31376 1.20955
H -2.50249 1.37511 -3.56885
H -0.83479 3.38432 -0.13435
H -1.31249 3.01141 -5.09710
H 0.45608 4.91755 -1.62184
P -0.43297 -2.21800 -0.59476
C 2.70816 2.24989 -0.73093
C 3.47094 3.23988 -1.60970
H 3.30042 1.94452 0.15219
H 1.78784 2.72280 -0.33650
H 3.81293 4.06019 -0.96184
H 4.35804 2.78478 -2.07930
H 2.81686 3.68214 -2.38164
C 1.70575 1.07147 -3.33102
C 2.85317 1.00750 -4.33696
H 1.22712 2.06639 -3.35245
H 0.91710 0.34085 -3.60289
H 2.43807 1.25313 -5.32466
H 3.63575 1.74744 -4.11124
H 3.27786 -0.00636 -4.38465
C 3.41975 -0.60107 -1.41913
C 4.86172 -0.11760 -1.60937
H 3.17414 -1.40766 -2.13787
H 3.27776 -1.02237 -0.40602
H 5.52562 -0.99060 -1.54968
H 5.01538 0.35072 -2.59284
H 5.15056 0.57986 -0.80844
C 0.50179 -3.61541 0.21258
C 2.01504 -3.59664 0.05514
H 0.09208 -4.56708 -0.17502
H 0.24716 -3.57897 1.28368
H 2.43008 -4.52110 0.48037
H 2.32375 -3.53544 -0.99669
H 2.45318 -2.75655 0.60870
C -0.30097 -2.72076 -2.38776
C -1.20563 -1.91998 -3.32902
H -0.51578 -3.80207 -2.45328
H 0.76056 -2.57453 -2.65344
H -1.01256 -2.23118 -4.36597
H -2.27316 -2.08206 -3.11037
H -1.00564 -0.83435 -3.27028
C -2.10381 -2.93243 -0.21533
C -2.37622 -3.21193 1.26474
H -2.20420 -3.86273 -0.80228
H -2.84045 -2.21424 -0.60998
H -3.43909 -3.45008 1.39106
H -1.79702 -4.06917 1.63797
H -2.15857 -2.33423 1.88812
C 1.46415 1.22571 4.17134
N 2.14803 0.17404 3.43990
C 3.33810 -0.43186 4.02445
C 1.78145 -0.13455 2.19031
O 0.79555 0.37912 1.62275
H 2.00932 1.28012 5.10778
H 0.41337 0.98533 4.37099
H 1.51256 2.19435 3.66119
H 3.21256 -1.52306 4.10888
H 4.22930 -0.21623 3.41399
H 3.42525 0.02998 5.01166
H 2.46136 -0.89932 1.73387

## Properties
Multiplicity   5
Total charge   +2
Expectation value of S²   6.02
Frontier orbital gap (alpha / beta)   7.042 / 7.186 eV
Total energy   -157819.083 eV

***

No. 2
ORCA calculation (ωB97M-V with the def2-TZVPD basis set) on a 2-piece molecular cluster, C5H16NO overall at a distorted geometry.

Atoms and positions in Å:
C 1.29235 0.40933 -0.37067
C 0.14288 -0.48046 -0.70985
C -1.09974 0.33592 -1.14794
C -2.13561 -0.52882 -1.87550
C -1.71383 1.14653 0.00611
N 2.22887 -0.35759 0.66979
H 1.03353 1.28819 0.19609
H 2.04977 0.40858 -1.15011
H -0.22230 -1.04379 0.16885
H 0.28439 -1.32962 -1.37613
H -0.65188 1.07601 -1.81138
H -3.12149 -0.59714 -1.43796
H -1.67115 -1.43459 -2.27956
H -2.28719 -0.08582 -2.84772
H -1.21288 1.05597 0.97203
H -1.77766 2.19978 -0.24495
H -2.73375 0.83330 0.23355
H 2.09070 0.05662 1.63176
H 1.95984 -1.32616 0.78433
H 3.19699 -0.33425 0.35777
H 1.85284 -0.00922 3.97089
H 0.97904 -1.03929 3.16281
O 1.51627 -0.24350 3.09780

## Properties
Total charge   +1
Energy above the lowest of the compared OMol25 structures with the same formula, charge and spin   138.3 kJ/mol
Frontier orbital gap   10.943 eV
Total energy   -8975.081 eV

***

No. 3
ORCA calculation (ωB97M-V with the def2-TZVPD basis set) on a 2-piece molecular cluster, C3H8Cl3N6 overall at a distorted geometry.

Atoms and positions in Å:
C -1.64099 0.18804 0.00939
C 0.27390 0.14617 1.46069
C -0.05644 0.30880 -1.98168
N -0.94123 -0.20113 1.00734
N -1.04193 0.79792 -1.21574
N 0.86309 1.26240 1.48403
N -2.97742 0.04921 -0.14667
N 0.65348 1.03020 -2.86145
N 2.29632 -2.05534 2.33344
Cl 0.63063 -1.18387 -1.61135
Cl -1.73648 2.28823 -1.74142
Cl -0.02795 2.65636 0.93310
H 0.92997 -0.60678 1.87850
H -3.50289 -0.26895 0.62994
H -3.27359 0.26130 -1.03957
H 1.61455 0.74647 -2.97377
H 0.42042 2.01244 -2.94291
H 2.96696 -2.48474 3.00931
H 2.87184 -2.08418 1.47534
H 1.67776 -2.86258 2.29346

## Properties
Total charge   +1
Energy above the lowest of the compared OMol25 structures with the same formula, charge and spin   73.3 kJ/mol
Frontier orbital gap   8.010 eV
Total energy   -49739.202 eV

***

Question: What is the total charge in the first record?
Answer: +2

***

Question: Number 1 is which compound?
Answer: C28H47BrFeN2OP2